# 1
Molecular formula: C5H11O3
Method: DFT, wB97M-V/def2-TZVPD

Atoms and positions in Å:
C1 1.091 1.750 -0.316
C2 -0.220 2.255 -0.835
O1 1.999 2.694 -0.840
H1 0.978 1.668 0.674
H2 1.288 0.757 -0.647
H3 -0.887 1.431 -1.202
H4 2.820 2.128 -1.334
H5 -0.100 2.863 -1.679
H6 -0.906 2.879 -0.203
C3 -0.796 -1.367 0.504
C4 0.108 -1.868 1.701
C5 -1.199 -2.302 -0.649
O2 -1.130 -3.534 -0.526
O3 -1.682 -1.697 -1.653
H7 -1.693 -1.073 0.851
H8 -0.541 -0.475 -0.007
H9 -0.037 -2.897 2.146
H10 -0.275 -1.160 2.582
H11 1.183 -2.052 1.433

Results
Orbital gap = 6.8 eV
Multiplicity = 1
Net charge = -1
Relative energy (zero: lowest compared OMol25 entry of this formula, charge and spin) = 3.059 eV
Energy = -11505.009 eV
LUMO = 2.979 eV

---

# 2
Molecular formula: C25H24BrClN2O3S2Sm
Method: DFT, wB97M-V/def2-TZVPD

Atoms and positions in Å:
Sm1 -1.572 -1.741 -0.170
C1 4.738 3.786 -0.299
C2 4.735 2.255 -0.328
C3 5.439 1.752 0.940
C4 5.527 1.801 -1.565
C5 3.321 1.683 -0.403
C6 3.134 0.308 -0.435
C7 1.854 -0.184 -0.539
Br1 1.534 -2.086 -0.511
C8 0.687 0.589 -0.634
O1 -0.476 0.003 -0.793
C9 0.882 1.993 -0.540
C10 2.178 2.481 -0.439
C11 -0.325 2.935 -0.488
C12 -1.201 2.788 -1.744
C13 -1.144 2.625 0.777
C14 0.107 4.402 -0.412
H1 5.768 4.145 -0.268
H2 4.221 4.166 0.585
H3 4.262 4.198 -1.191
H4 6.457 2.148 0.992
H5 5.495 0.663 0.959
H6 4.897 2.078 1.830
H7 6.546 2.197 -1.537
H8 5.041 2.161 -2.475
H9 5.583 0.714 -1.619
H10 3.960 -0.388 -0.369
H11 2.305 3.552 -0.372
H12 -1.633 1.795 -1.811
H13 -0.607 2.979 -2.642
H14 -2.018 3.513 -1.708
H15 -1.468 1.588 0.796
H16 -2.036 3.255 0.814
H17 -0.545 2.817 1.670
H18 0.699 4.690 -1.285
H19 0.683 4.608 0.493
H20 -0.786 5.028 -0.389
Cl1 -4.672 -8.924 -0.207
C15 -4.208 -7.251 -0.361
C16 -5.215 -6.268 -0.447
C17 -4.892 -4.951 -0.586
C18 -3.532 -4.514 -0.638
O2 -3.245 -3.287 -0.797
C19 -2.532 -5.538 -0.515
C20 -1.161 -5.172 -0.470
O3 -0.727 -4.014 -0.470
C21 -2.895 -6.896 -0.391
H21 -6.251 -6.577 -0.393
H22 -5.657 -4.187 -0.649
H23 -0.431 -5.998 -0.423
H24 -2.118 -7.649 -0.313
S1 -1.584 -1.668 2.497
C22 -2.915 -0.552 2.779
C23 -3.110 -0.245 4.158
N1 -3.231 -0.021 5.282
C24 -3.749 0.025 1.863
S2 -3.776 -0.149 0.125
C25 -4.762 0.908 2.353
N2 -5.582 1.633 2.714

Results
Orbital gap (spin up / spin down) = 6.5 / 6.5 eV
Multiplicity = 6
Net charge = -1
Relative energy (zero: lowest compared OMol25 entry of this formula, charge and spin) = 0.527 eV
Energy = -157582.841 eV
LUMO (spin up / spin down) = 1.731 / 1.755 eV